# 1
{
  "formula": "C3H3ClFO3Pd",
  "method": "ωB97M-V with the def2-TZVPD basis set",
  "e_homo_ev": [-20.627, -20.135],
  "charge": 2,
  "orbital_gap_ha": [0.417, 0.228],
  "molar_mass_g_mol": 247.925,
  "spin_multiplicity": 4,
  "species": ["O", "O", "Pd", "C", "C", "F", "H", "C", "Cl", "O", "H", "H"],
  "xyz": [[-1.44806, 0.11664, 0.63929], [-1.67201, 0.64333, -1.54530], [0.45616, -2.87645, -4.34336], [-0.43224, 0.37108, 1.61586], [0.79369, 0.45858, 0.69167], [-0.72248, 1.49323, 2.24530], [1.70715, 0.77600, 1.19460], [-1.10238, 0.70243, -0.49284], [1.50607, -1.91730, -2.27512], [0.16159, 1.14922, -0.36624], [1.15830, -0.48436, 0.28421], [-0.40580, -0.43241, 2.35193]],
  "atomic_forces_ev_per_a": [[-1.85, 0.12, -1.29], [-1.27, 0.48, -2.60], [0.48, 0.26, 0.68], [1.28, -1.10, 0.67], [-0.78, -1.25, 1.61], [0.09, 0.68, -0.13], [-0.13, 1.65, -0.54], [3.53, -1.19, 5.69], [-0.41, -0.48, -0.99], [-0.09, 1.68, -2.88], [-0.59, -0.55, 0.11], [-0.26, -0.30, -0.32]],
  "mulliken_charge": [-0.22, -0.05, 0.82, 0.28, -0.24, -0.20, 0.36, 0.75, 0.15, -0.17, 0.15, 0.38]
}

# 2
{
  "formula": "C13H9Br2F5N2O2S",
  "method": "ωB97M-V with the def2-TZVPD basis set",
  "e_homo_ev": -9.128,
  "orbital_gap_ha": 0.262,
  "molar_mass_g_mol": 512.092,
  "species": ["S", "C", "N", "N", "O", "H", "H", "C", "H", "F", "H", "F", "C", "H", "C", "C", "C", "C", "C", "H", "H", "C", "H", "H", "O", "C", "C", "F", "C", "Br", "Br", "F", "F", "C"],
  "xyz": [[3.96774, -1.15914, -1.00939], [-0.12051, -1.32818, -0.94275], [1.22193, -1.67335, -1.31733], [0.46173, 0.52903, 0.86141], [4.06195, -2.57072, -1.56473], [-1.00964, -2.95903, -2.41772], [-3.67999, 1.33693, 1.20687], [-0.48783, -0.24212, 0.10289], [-3.55679, -2.51083, -1.97460], [3.71465, 2.05362, -1.14775], [-4.25674, -0.51416, -0.16728], [4.23779, 2.27399, -3.35121], [4.38431, -0.00326, -2.43448], [-4.26625, 2.13657, 3.17379], [-2.02365, 0.05609, 0.37220], [1.79139, 0.18252, 0.47796], [-2.45635, 0.72127, 2.96571], [-1.28519, -2.12828, -1.66386], [-2.79539, -1.88130, -1.39825], [2.65547, 0.74223, 0.99518], [-4.60996, 0.42098, 3.78236], [-2.54632, 1.18736, 1.39442], [-1.55849, 1.16840, 3.50945], [-3.53937, 1.55377, 4.81964], [4.87298, -0.99644, 0.17799], [-3.15643, -0.74927, -0.36363], [-3.79527, 1.24199, 3.74312], [2.24134, 1.29821, -2.84904], [2.16243, -0.87670, -0.59803], [-2.31793, -1.26923, 3.01638], [-1.71992, 2.98020, 1.08131], [5.77842, 0.27388, -2.41310], [4.03802, -0.68724, -3.65409], [3.59187, 1.39223, -2.41346]],
  "atomic_forces_ev_per_a": [[1.72, -6.27, 2.16], [-1.31, -0.38, -0.22], [-0.10, 3.98, 3.53], [2.35, -3.79, -3.77], [-0.70, 4.58, 0.79], [-0.26, 1.66, 1.45], [2.06, -0.26, 0.04], [-1.54, -0.01, -0.04], [1.18, 1.20, 1.12], [-0.74, -2.14, -3.20], [1.86, -0.27, -0.18], [-1.68, -2.37, 2.37], [0.94, 0.38, -2.27], [1.01, -1.35, 1.02], [-1.34, -1.87, -2.43], [-1.35, -0.55, -0.66], [-0.77, 1.60, -0.05], [-2.36, 1.32, 1.48], [4.57, 1.77, 1.43], [-1.61, -1.04, -0.87], [1.47, 1.27, -0.09], [-0.61, -1.83, 0.04], [-1.04, -0.90, -1.10], [-0.41, -0.48, -1.72], [-2.68, 1.27, -3.04], [4.05, 0.04, -0.28], [-0.14, -0.31, -0.23], [3.63, 0.04, 1.74], [-3.21, 0.63, 0.36], [-0.06, 0.98, 0.50], [-0.51, -1.03, 0.30], [-3.51, -0.79, -0.05], [1.00, 1.93, 3.19], [0.08, 3.01, -1.29]],
  "mulliken_charge": [1.12, 0.15, -0.43, -0.20, -0.61, 0.36, 0.49, 0.76, 0.33, -0.21, 0.23, -0.25, 0.58, 0.28, 0.20, -0.20, 0.05, -0.44, -0.60, 0.34, 0.31, -0.61, 0.44, 0.30, -0.60, -0.57, -1.00, -0.20, 0.11, -0.15, -0.10, -0.23, -0.22, 0.57]
}

# 3
{
  "formula": "C4H8P2",
  "method": "ωB97M-V with the def2-TZVPD basis set",
  "e_homo_ev": [-7.247, -7.852],
  "orbital_gap_ha": [0.228, 0.280],
  "molar_mass_g_mol": 118.056,
  "species": ["H", "H", "H", "H", "H", "C", "C", "H", "C", "H", "C", "P", "P", "H"],
  "xyz": [[0.65938, 2.26447, 0.80183], [-0.64646, -2.11879, 1.00778], [-2.11807, 2.51335, -0.73329], [-1.12061, 2.13859, 1.60194], [-0.14957, 2.38389, -1.31939], [-1.04008, 2.13585, -0.64163], [0.45966, -2.26858, 0.73461], [1.07968, -2.31737, 1.53709], [-0.47977, 1.94540, 0.73790], [0.17690, -2.34874, -1.29822], [1.00164, -2.14072, -0.60322], [-0.86064, 0.37099, -0.11965], [1.08750, -0.00955, -0.90277], [1.95042, -2.54880, -0.80297]],
  "atomic_forces_ev_per_a": [[-2.60, -0.79, 0.30], [1.91, -0.36, -0.87], [2.01, -0.41, -0.36], [0.39, 0.15, -0.21], [-2.18, 0.32, 0.42], [0.52, 0.45, -0.52], [-2.44, 0.76, -1.37], [1.82, -0.19, 2.27], [1.96, 0.99, 0.40], [0.84, -0.33, -0.31], [-3.19, 2.03, 0.13], [-0.77, -0.34, 0.18], [0.73, -1.91, 0.28], [1.00, -0.37, -0.33]],
  "mulliken_charge": [0.27, 0.37, 0.28, 0.29, 0.25, -0.55, -0.78, 0.34, -0.49, 0.28, -0.62, -0.01, -0.03, 0.39]
}